Record 1
DFT (ωB97M-V/def2-TZVPD) results for 5 unconnected molecules or ions with the total composition C24H29F32O4P3 at a distorted geometry.

F_max in eV/A: 2.06
M in Da: 1082.4
Kohn-Sham gap in hartree: 0.27789
Spin multiplicity: 1

Each line ends with the Löwdin charge.
Atoms and positions in Å:
1 F 1.582 0.430 -2.305  0.09
2 C 0.768 1.041 -1.419  -0.28
3 F 0.797 0.307 -0.271  0.07
4 C -0.671 1.132 -1.946  -0.43
5 F -1.187 -0.101 -2.106  0.14
6 F -1.402 1.748 -0.971  0.08
7 C -0.912 1.960 -3.228  -0.02
8 O -1.028 1.269 -4.469  0.05
9 C 0.056 0.972 -5.260  -0.55
10 F 1.171 1.584 -4.823  0.15
11 F -0.208 1.445 -6.491  0.16
12 C 0.264 -0.540 -5.391  -0.28
13 F 0.485 -1.096 -4.188  0.09
14 F 1.354 -0.772 -6.154  0.10
15 H 1.164 2.035 -1.195  0.18
16 H -1.899 2.393 -3.085  0.13
17 H -0.220 2.797 -3.304  0.15
18 H -0.608 -1.013 -5.845  0.18
19 F 3.332 -4.357 -0.451  0.08
20 C 2.112 -3.911 -0.825  -0.31
21 F 1.183 -4.732 -0.281  0.11
22 C 1.962 -3.938 -2.342  -0.44
23 F 2.036 -5.210 -2.788  0.14
24 F 0.701 -3.495 -2.596  0.11
25 C 2.909 -3.049 -3.168  -0.03
26 O 4.038 -3.678 -3.749  0.06
27 C 5.204 -3.819 -3.058  -0.56
28 F 5.180 -3.156 -1.888  0.14
29 F 6.182 -3.267 -3.805  0.15
30 C 5.558 -5.292 -2.870  -0.29
31 F 4.595 -5.923 -2.174  0.10
32 F 6.713 -5.377 -2.173  0.10
33 H 1.956 -2.900 -0.436  0.16
34 H 2.325 -2.724 -4.023  0.13
35 H 3.179 -2.138 -2.635  0.14
36 H 5.678 -5.779 -3.839  0.18
37 F -5.084 3.529 -0.130  0.10
38 C -4.584 2.592 -0.954  -0.30
39 F -3.947 3.241 -1.970  0.08
40 C -5.680 1.704 -1.536  -0.44
41 F -6.514 2.438 -2.302  0.14
42 F -5.041 0.824 -2.360  0.10
43 C -6.499 0.857 -0.547  -0.04
44 O -7.767 1.351 -0.169  0.05
45 C -7.902 2.214 0.882  -0.56
46 F -6.755 2.369 1.557  0.16
47 F -8.800 1.672 1.731  0.15
48 C -8.475 3.551 0.415  -0.29
49 F -7.655 4.125 -0.486  0.10
50 F -8.585 4.376 1.479  0.10
51 H -3.847 1.992 -0.414  0.15
52 H -6.728 -0.059 -1.088  0.15
53 H -5.907 0.557 0.317  0.14
54 H -9.457 3.405 -0.037  0.18
55 F 4.336 0.542 2.706  0.10
56 C 3.325 -0.234 2.262  -0.32
57 F 2.292 -0.112 3.113  0.09
58 C 3.718 -1.703 2.205  -0.44
59 F 3.981 -2.155 3.447  0.14
60 F 2.605 -2.353 1.762  0.10
61 C 4.858 -2.110 1.259  -0.05
62 O 6.136 -2.293 1.830  0.06
63 C 6.998 -1.245 1.980  -0.56
64 F 6.543 -0.129 1.383  0.15
65 F 8.152 -1.583 1.371  0.15
66 C 7.317 -1.011 3.455  -0.29
67 F 6.194 -0.722 4.139  0.10
68 F 8.161 0.039 3.559  0.10
69 H 3.008 0.121 1.276  0.16
70 H 4.587 -3.101 0.902  0.13
71 H 4.898 -1.475 0.374  0.14
72 H 7.782 -1.899 3.887  0.18
73 C -2.060 4.445 5.369  -0.36
74 P -1.912 3.599 3.745  0.55
75 C -0.808 4.553 2.625  -0.36
76 P -1.182 1.578 3.924  0.38
77 P -2.736 0.393 3.012  0.55
78 C -3.410 -0.908 4.124  -0.35
79 C -2.052 -0.345 1.471  -0.36
80 H -1.142 4.782 5.807  0.02
81 H -2.548 3.779 6.040  0.01
82 H -2.722 5.267 5.226  0.01
83 H -1.153 4.363 1.638  0.00
84 H -0.933 5.588 2.851  0.02
85 H 0.230 4.283 2.655  0.02
86 H -1.074 1.210 5.275  -0.14
87 H -3.556 -0.441 5.073  0.01
88 H -4.375 -1.173 3.759  0.01
89 H -2.786 -1.764 4.272  0.02
90 H -2.127 0.406 0.721  -0.03
91 H -2.645 -1.158 1.124  0.03
92 H -1.017 -0.614 1.539  0.01

Record 2
DFT (ωB97M-V/def2-TZVPD) results for a molecular structure, CuF24P4 at a distorted geometry.

F_max in eV/A: 3.17
Energy relative to the best compared isomer or geometry (same formula, charge and spin) in eV: 0.681
Expectation value of S²: 0.751
M in Da: 643.4
Kohn-Sham gap (spin up / spin down) in hartree: 0.47535 / 0.30465
Spin multiplicity: 2
Charge: -2

Each line ends with the Mulliken spin population.
Atoms and positions in Å:
1 Cu -0.137 -0.059 -0.108  0.93
2 P -1.332 -2.609 1.185  0.00
3 F -2.841 -3.043 0.718  0.00
4 F -0.954 -2.329 -0.407  0.00
5 F -1.810 -1.047 1.230  0.01
6 F 0.171 -2.126 1.515  0.00
7 F -1.762 -2.879 2.683  0.00
8 F -0.796 -4.126 1.020  0.00
9 P 2.015 -0.193 -2.522  0.00
10 F 3.286 0.680 -2.894  0.00
11 F 1.888 0.548 -1.073  0.00
12 F 1.048 0.939 -3.145  0.00
13 F 0.685 -1.055 -1.990  0.01
14 F 1.965 -1.000 -3.890  0.00
15 F 2.924 -1.344 -1.786  0.00
16 P 1.561 1.017 2.372  0.00
17 F 2.120 0.191 3.615  0.00
18 F 1.260 2.347 3.281  0.00
19 F 2.976 1.697 2.035  0.00
20 F 0.878 1.733 1.021  0.00
21 F 1.834 -0.273 1.420  0.01
22 F 0.059 0.469 2.711  0.00
23 P -2.169 1.780 -1.032  0.00
24 F -2.448 2.107 -2.580  0.00
25 F -2.386 3.315 -0.617  0.00
26 F -3.756 1.554 -0.739  0.00
27 F -1.836 1.433 0.523  0.00
28 F -1.879 0.211 -1.360  0.03
29 F -0.564 2.060 -1.187  0.00

Record 3
DFT (ωB97M-V/def2-TZVPD) results for a molecular structure, C8H18N3OP at a distorted geometry.

F_max in eV/A: 4.99
Energy relative to the best compared isomer or geometry (same formula, charge and spin) in eV: 0.166
M in Da: 203.2
Kohn-Sham gap in hartree: 0.36492
Spin multiplicity: 1

Each line ends with the natural charge from an NBO analysis.
Atoms and positions in Å:
1 C -0.590 0.997 -1.351  -0.25
2 C -0.908 1.516 0.052  -0.27
3 C -0.806 0.063 0.671  0.20
4 C -2.177 3.709 0.185  -0.60
5 C 1.055 0.043 2.338  -0.39
6 C 0.569 -3.244 -0.134  -0.42
7 C 2.386 -2.834 -1.583  -0.38
8 C -2.176 2.224 0.261  -0.43
9 N -0.424 -0.399 -1.045  -0.75
10 N 0.584 -0.341 1.052  -0.83
11 N 1.531 -2.270 -0.529  -0.81
12 O 2.316 0.120 -1.015  -1.08
13 P 1.198 -0.661 -0.467  2.36
14 H -1.331 1.228 -2.183  0.19
15 H 0.354 1.423 -1.708  0.22
16 H 0.086 1.876 0.527  0.23
17 H -1.601 -0.525 1.148  0.20
18 H -2.957 4.137 0.828  0.22
19 H -2.205 4.001 -0.838  0.21
20 H -1.227 4.181 0.678  0.20
21 H 0.361 -0.153 3.141  0.19
22 H 1.954 -0.370 2.494  0.21
23 H 1.042 1.203 2.567  0.17
24 H -0.534 -2.908 -0.147  0.21
25 H 0.518 -4.143 -0.778  0.21
26 H 0.684 -3.624 0.879  0.19
27 H 2.907 -3.610 -1.180  0.19
28 H 1.902 -3.250 -2.491  0.18
29 H 3.057 -2.136 -1.886  0.22
30 H -2.820 1.856 -0.567  0.20
31 H -2.747 1.891 1.079  0.21

Record 4
DFT (ωB97M-V/def2-TZVPD) results for a molecular structure, C33H42O3S6Si2Ta at a distorted geometry.

F_max in eV/A: 1.39
M in Da: 916.2
Kohn-Sham gap in hartree: 0.20148
Spin multiplicity: 1
Charge: +1

Each line ends with the Löwdin charge.
Atoms and positions in Å:
1 Ta 0.215 0.302 0.844  1.04
2 S 2.363 4.893 6.061  0.64
3 C 1.773 3.910 4.930  -1.49
4 S 1.503 4.392 3.278  0.94
5 C 0.933 2.848 2.711  -1.10
6 C 0.869 1.867 3.612  -1.13
7 S 0.419 0.226 3.276  0.59
8 S 1.344 2.257 5.235  0.93
9 S 0.598 2.674 1.006  0.64
10 C 3.433 -3.905 -2.326  -0.07
11 C 3.905 -2.693 -2.812  -0.07
12 C 3.698 -1.518 -2.087  -0.07
13 C 3.014 -1.547 -0.866  -0.36
14 C 2.544 -2.782 -0.393  -0.18
15 C 2.749 -3.952 -1.112  -0.08
16 Si 2.859 -0.011 0.126  0.61
17 C 3.381 1.466 -0.833  -0.33
18 C 2.525 2.178 -1.676  -0.15
19 C 2.981 3.250 -2.433  -0.07
20 C 4.318 3.626 -2.357  -0.07
21 C 5.189 2.924 -1.534  -0.06
22 C 4.724 1.847 -0.775  -0.08
23 C 3.792 -0.109 1.703  -0.31
24 C 3.885 1.016 2.530  -0.12
25 C 4.583 0.963 3.728  -0.07
26 C 5.210 -0.221 4.113  -0.07
27 C 5.155 -1.338 3.291  -0.06
28 C 4.446 -1.285 2.089  -0.07
29 H 3.596 -4.820 -2.890  0.11
30 H 4.438 -2.659 -3.759  0.11
31 H 4.073 -0.575 -2.481  0.10
32 H 2.005 -2.837 0.553  0.10
33 H 2.380 -4.900 -0.730  0.11
34 H 1.478 1.888 -1.764  0.06
35 H 2.299 3.794 -3.080  0.11
36 H 4.680 4.467 -2.942  0.11
37 H 6.233 3.214 -1.478  0.11
38 H 5.418 1.309 -0.131  0.11
39 H 3.419 1.954 2.227  0.09
40 H 4.645 1.841 4.362  0.11
41 H 5.747 -0.266 5.053  0.11
42 H 5.667 -2.250 3.581  0.11
43 H 4.411 -2.164 1.453  0.10
44 C -2.593 -2.522 -3.492  -0.02
45 C -3.515 -2.463 -2.284  -0.62
46 C -3.217 -3.586 -1.306  -0.02
47 C -4.963 -2.461 -2.710  -0.02
48 O -3.306 -1.171 -1.609  -0.14
49 Si -2.222 -0.592 -0.606  -0.14
50 S -0.177 -1.143 -0.986  0.47
51 O -2.130 1.049 -0.569  -0.23
52 C -2.668 2.165 -1.403  -0.60
53 C -1.775 2.279 -2.624  -0.01
54 C -4.102 1.848 -1.780  -0.02
55 C -2.628 3.416 -0.568  -0.03
56 O -2.256 -0.982 1.001  -0.24
57 C -3.380 -0.933 1.979  -0.60
58 C -3.189 -2.130 2.875  -0.02
59 C -4.703 -0.999 1.239  -0.02
60 C -3.282 0.365 2.754  -0.03
61 H -2.771 -3.447 -4.049  0.10
62 H -1.538 -2.503 -3.194  0.06
63 H -2.783 -1.673 -4.162  0.10
64 H -3.371 -4.547 -1.798  0.10
65 H -3.878 -3.543 -0.434  0.08
66 H -2.174 -3.549 -0.959  0.08
67 H -5.205 -3.401 -3.217  0.10
68 H -5.158 -1.634 -3.401  0.10
69 H -5.618 -2.354 -1.841  0.09
70 H -1.801 1.358 -3.220  0.10
71 H -0.739 2.469 -2.329  0.07
72 H -2.104 3.108 -3.258  0.10
73 H -4.167 0.997 -2.462  0.08
74 H -4.537 2.723 -2.269  0.10
75 H -4.699 1.628 -0.887  0.09
76 H -1.614 3.663 -0.269  0.03
77 H -3.239 3.301 0.334  0.10
78 H -3.027 4.250 -1.153  0.10
79 H -3.237 -3.061 2.294  0.10
80 H -3.973 -2.155 3.640  0.10
81 H -2.216 -2.081 3.377  0.09
82 H -4.799 -1.919 0.649  0.08
83 H -4.836 -0.141 0.567  0.08
84 H -5.512 -0.979 1.974  0.11
85 H -2.332 0.431 3.279  0.04
86 H -4.087 0.417 3.494  0.11
87 H -3.374 1.226 2.082  0.09